No. 1
Molecular formula: C32H34AsBrN5O5Y
Method: DFT, ωB97M-V/def2-TZVPD

The value obtained for the frontier orbital gap is 7.657 eV. For the strongest force on any atom, the calculation gives 2.11 eV/A. The value obtained for the LUMO energy is -0.06 eV.

Positions of all 79 atoms, in Å:
Y  0.092  -0.434  0.869
N  0.436  -0.572  3.532
C  -0.556  -1.587  3.939
C  -1.896  -1.304  3.197
O  -2.950  -1.348  3.805
O  -1.753  -1.020  1.964
H  1.347  -0.818  3.924
H  0.174  0.322  3.954
H  -0.736  -1.608  5.022
H  -0.204  -2.569  3.604
C  2.655  3.513  1.925
N  1.845  3.617  0.734
C  2.224  4.405  -0.289
C  1.539  4.428  -1.459
C  0.410  3.567  -1.557
N  0.029  2.817  -0.537
C  0.726  2.783  0.604
O  0.420  2.030  1.536
N  -0.312  3.487  -2.676
H  2.985  4.503  2.239
H  3.521  2.879  1.724
H  2.056  3.049  2.708
H  3.103  5.015  -0.136
H  1.844  5.051  -2.282
H  -0.045  3.979  -3.509
H  -1.049  2.800  -2.696
C  5.492  -2.362  2.104
C  4.158  -2.627  2.446
C  3.145  -1.893  1.893
C  3.394  -0.863  0.952
C  2.311  -0.116  0.369
C  2.699  0.776  -0.623
C  4.035  1.014  -0.995
C  5.053  0.346  -0.383
C  4.753  -0.629  0.590
C  5.779  -1.388  1.190
H  6.287  -2.939  2.552
H  3.939  -3.417  3.151
H  2.118  -2.134  2.144
H  1.947  1.339  -1.171
H  4.249  1.740  -1.770
H  6.087  0.525  -0.650
H  6.802  -1.187  0.897
C  -3.101  2.293  -1.176
As  -2.335  0.865  -0.003
C  -2.955  1.708  1.648
C  -3.793  -0.461  -0.390
C  -5.117  -0.063  0.161
C  -6.028  0.655  -0.610
C  -7.236  1.069  -0.077
C  -7.558  0.756  1.232
C  -6.669  0.025  2.002
C  -5.457  -0.380  1.475
H  -4.156  2.408  -0.926
H  -3.020  2.025  -2.230
H  -2.593  3.238  -0.992
H  -3.900  2.229  1.483
H  -2.197  2.420  1.980
H  -3.096  0.955  2.419
H  -3.466  -1.409  0.039
H  -3.834  -0.559  -1.483
H  -5.788  0.878  -1.644
H  -7.925  1.634  -0.691
H  -8.502  1.079  1.646
H  -6.925  -0.234  3.019
H  -4.765  -0.942  2.085
Br  3.373  -4.712  -4.497
C  2.510  -4.821  -2.809
C  2.632  -5.973  -2.042
N  2.049  -6.097  -0.865
C  1.347  -5.085  -0.392
C  1.180  -3.886  -1.082
C  1.774  -3.752  -2.330
C  0.478  -2.730  -0.442
O  0.142  -1.738  -1.138
O  0.326  -2.756  0.802
H  3.215  -6.818  -2.385
H  0.894  -5.219  0.581
H  1.666  -2.830  -2.882

***

No. 2
Molecular formula: C3H11O3
Method: DFT, ωB97M-V/def2-TZVPD

The charge is -1. The value obtained for the frontier orbital gap is 7.932 eV. For the strongest force on any atom, the calculation gives 1.14 eV/A. The calculation puts the energy above the lowest of the compared OMol25 structures with the same formula, charge and spin at 48.2 kJ/mol. The value obtained for the LUMO energy is 3.84 eV.

Positions of all 17 atoms, in Å:
C  0.147  -0.151  0.289
O  0.980  0.917  0.359
C  -1.346  0.078  0.570
C  -2.181  -1.137  0.188
H  0.470  -1.005  0.919
H  0.116  -0.593  -0.747
H  -1.809  0.942  0.089
H  -1.466  0.276  1.638
H  -3.237  -0.916  0.363
H  -1.970  -2.076  0.695
H  -2.166  -1.295  -0.900
H  3.475  0.005  0.936
H  2.007  0.776  0.957
O  3.084  0.666  1.495
H  0.977  0.504  -2.496
H  1.561  1.640  -1.719
O  1.358  1.370  -2.636

***

No. 3
Molecular formula: C55H67IrNO3PS
Method: DFT, ωB97M-V/def2-TZVPD

Its spin multiplicity is 2. The charge is +3. The value obtained for the frontier orbital gap (spin up / spin down) is 6.749 / 7.176 eV. For the strongest force on any atom, the calculation gives 0.90 eV/A. The expectation value of S² is 0.76. The value obtained for the LUMO energy (spin up / spin down) is -8.59 / -8.59 eV.

Positions of all 129 atoms, in Å:
Ir  0.738  -0.297  0.776
C  1.422  -5.179  -0.505
C  1.449  -3.719  -0.984
C  2.658  -3.490  -1.886
C  1.396  -2.819  0.232
C  0.217  -2.725  0.966
C  0.088  -2.022  2.187
C  -1.131  -2.436  3.009
C  -0.739  -3.762  3.688
C  -1.774  -1.510  4.031
C  1.229  -1.259  2.609
C  2.508  -1.491  1.964
C  2.542  -2.217  0.773
C  3.823  -1.140  2.623
C  4.955  -0.788  1.656
C  4.246  -2.375  3.443
C  1.163  -0.421  3.849
C  1.400  -0.967  5.103
C  1.253  -0.193  6.244
C  0.864  1.135  6.137
C  0.650  1.695  4.887
C  0.809  0.930  3.731
P  0.588  1.594  2.043
C  -1.066  2.451  1.868
C  -2.138  1.552  2.483
C  -1.146  3.830  2.532
C  -1.416  2.589  0.378
C  1.961  2.844  1.754
C  2.159  3.786  2.952
C  3.259  2.065  1.575
C  1.714  3.668  0.487
H  1.472  -5.852  -1.361
H  0.517  -5.410  0.056
H  2.282  -5.386  0.135
H  0.530  -3.537  -1.552
H  3.578  -3.826  -1.403
H  2.782  -2.445  -2.166
H  2.549  -4.073  -2.799
H  -0.632  -3.303  0.626
H  -1.903  -2.673  2.268
H  -0.070  -3.580  4.531
H  -0.245  -4.452  3.002
H  -1.632  -4.250  4.075
H  -1.098  -1.215  4.829
H  -2.601  -2.050  4.493
H  -2.184  -0.622  3.569
H  3.497  -2.358  0.286
H  3.654  -0.329  3.331
H  5.351  -1.685  1.176
H  5.779  -0.343  2.213
H  4.653  -0.094  0.875
H  4.383  -3.239  2.789
H  3.519  -2.638  4.209
H  5.197  -2.171  3.936
H  1.673  -2.011  5.197
H  1.430  -0.631  7.217
H  0.735  1.738  7.025
H  0.369  2.736  4.823
H  -1.980  1.387  3.548
H  -2.172  0.592  1.964
H  -3.107  2.040  2.360
H  -0.903  3.803  3.593
H  -2.179  4.175  2.455
H  -0.523  4.576  2.044
H  -1.380  1.620  -0.124
H  -0.794  3.308  -0.152
H  -2.449  2.939  0.316
H  2.486  3.245  3.839
H  1.281  4.375  3.202
H  2.956  4.486  2.693
H  3.513  1.499  2.469
H  4.073  2.768  1.386
H  3.195  1.385  0.725
H  0.934  4.415  0.619
H  1.471  3.044  -0.372
H  2.636  4.203  0.250
O  -2.792  0.397  -2.761
C  -4.078  0.159  -2.800
C  -3.313  -2.385  -0.752
O  -4.421  -2.565  -0.487
O  -2.187  -2.197  -0.989
C  -4.600  -0.896  -3.623
C  -5.943  -0.860  -4.036
C  -6.445  -1.854  -4.853
C  -5.618  -2.886  -5.274
C  -4.279  -2.930  -4.882
C  -3.770  -1.945  -4.067
C  -4.880  1.039  -1.994
C  -4.511  2.389  -1.877
C  -5.289  3.247  -1.129
C  -6.405  2.759  -0.451
C  -6.756  1.416  -0.530
C  -6.012  0.557  -1.315
H  -2.302  -0.121  -3.425
H  -6.568  -0.023  -3.758
H  -7.476  -1.816  -5.178
H  -6.012  -3.660  -5.920
H  -3.648  -3.744  -5.213
H  -2.740  -2.014  -3.737
H  -3.650  2.757  -2.419
H  -5.043  4.298  -1.077
H  -7.010  3.435  0.139
H  -7.616  1.045  0.010
H  -6.278  -0.490  -1.379
N  0.781  0.576  -1.102
S  2.108  0.289  -1.988
C  1.518  -0.243  -3.598
C  0.489  -1.180  -3.610
C  0.091  -1.718  -4.825
C  0.706  -1.318  -6.006
C  1.728  -0.384  -5.976
C  2.150  0.156  -4.766
C  2.911  1.814  -2.380
C  4.269  1.882  -2.104
C  4.948  3.064  -2.376
C  4.261  4.147  -2.903
C  2.896  4.063  -3.172
C  2.211  2.890  -2.917
H  0.217  1.342  -1.450
H  0.025  -1.498  -2.682
H  -0.681  -2.476  -4.852
H  0.397  -1.748  -6.949
H  2.212  -0.077  -6.893
H  2.961  0.869  -4.746
H  4.791  1.029  -1.687
H  6.008  3.134  -2.179
H  4.792  5.066  -3.114
H  2.374  4.912  -3.593
H  1.156  2.811  -3.154

***

No. 4
Molecular formula: C35H35BBeF4N7
Method: DFT, ωB97M-V/def2-TZVPD

The charge is +1. The value obtained for the frontier orbital gap is 7.641 eV. For the strongest force on any atom, the calculation gives 2.37 eV/A. The value obtained for the LUMO energy is -3.50 eV.

Positions of all 83 atoms, in Å:
Be  -0.563  1.236  0.997
B  0.407  -1.221  -0.300
F  -0.348  -2.367  -0.237
F  0.683  -0.725  1.013
F  1.541  -1.310  -1.076
F  -0.386  -0.148  -0.807
N  -3.215  0.780  0.790
C  -4.177  1.302  1.551
C  -5.511  1.231  1.182
C  -5.821  0.709  -0.058
C  -4.814  0.173  -0.845
C  -3.515  0.170  -0.356
H  -3.862  1.744  2.487
H  -6.256  1.701  1.810
H  -6.818  0.587  -0.462
H  -5.022  -0.160  -1.853
H  -2.693  -0.203  -0.954
N  -1.299  -0.106  2.735
C  -1.253  0.270  4.029
C  -1.359  -0.588  5.094
C  -1.678  -1.917  4.826
C  -1.814  -2.298  3.500
C  -1.578  -1.383  2.486
H  -1.107  1.342  4.096
H  -1.340  -0.219  6.110
H  -1.798  -2.662  5.599
H  -1.967  -3.354  3.323
H  -1.729  -1.696  1.461
N  1.569  1.295  2.609
C  2.052  0.162  3.145
C  3.393  0.045  3.477
C  4.195  1.172  3.480
C  3.701  2.339  2.927
C  2.368  2.365  2.562
H  1.440  -0.711  2.977
H  3.804  -0.835  3.956
H  5.253  1.150  3.707
H  4.332  3.210  2.821
H  1.933  3.248  2.114
N  -0.824  -0.299  -5.187
C  0.105  -0.680  -4.334
C  0.300  -2.004  -3.926
C  -0.497  -2.981  -4.501
C  -1.452  -2.576  -5.418
C  -1.589  -1.240  -5.753
H  0.732  -0.006  -3.754
H  1.125  -2.307  -3.298
H  -0.277  -4.021  -4.301
H  -1.989  -3.311  -6.006
H  -2.291  -0.916  -6.510
N  1.166  2.224  -0.106
C  2.268  1.541  -0.424
C  3.249  2.064  -1.246
C  3.254  3.420  -1.539
C  2.090  4.104  -1.193
C  1.068  3.500  -0.503
H  2.332  0.535  -0.035
H  4.091  1.429  -1.490
H  4.046  3.944  -2.052
H  2.088  5.154  -1.460
H  0.204  4.051  -0.163
N  -1.662  2.553  -1.160
C  -2.803  3.228  -0.973
C  -3.752  3.498  -1.937
C  -3.605  2.914  -3.196
C  -2.486  2.119  -3.394
C  -1.523  2.066  -2.399
H  -3.004  3.658  0.005
H  -4.675  4.022  -1.733
H  -4.400  2.977  -3.926
H  -2.377  1.469  -4.252
H  -0.593  1.541  -2.584
N  5.169  -3.033  0.893
C  3.880  -2.725  0.878
C  2.917  -3.727  0.814
C  3.277  -5.049  0.663
C  4.635  -5.354  0.718
C  5.526  -4.319  0.933
H  3.601  -1.681  0.953
H  1.871  -3.448  0.747
H  2.508  -5.809  0.634
H  4.955  -6.378  0.579
H  6.593  -4.479  1.018

***

no.,energy (eV)
1,-183353.7828
2,-9432.3935
3,-88696.8777
4,-59241.1215